Entry 1:
5 unconnected molecules or ions with the total composition C37H49F32N6O7S, computed with the ωB97M-V functional and the def2-TZVPD basis.

Calculated values
Highest occupied orbital energy (eV): -11.22
Lowest unoccupied orbital energy (eV): -3.0
Electronic energy (Eh): -5888.10501
Orbital gap (hartree): 0.301

ORCA input file:
```
! RIJCOSX wB97M-V def2-TZVPD def2/J DEFGRID3
* xyz 1 1
C 10.338 4.971 2.296
C -7.465 -0.582 -5.647
H -3.295 1.464 0.910
H 0.434 -2.291 2.793
N 0.646 -1.555 2.138
F 3.502 -1.041 -3.169
N -7.220 -2.286 2.338
H -1.503 0.735 2.181
H -8.693 0.443 1.097
O -9.563 0.270 -0.671
H 7.016 2.853 0.457
F -5.842 1.141 -5.603
C -6.770 0.521 -4.844
H 5.752 -0.963 -0.289
H -6.290 1.007 -2.855
H 5.766 0.441 -6.601
N 2.111 0.228 1.606
F 8.966 2.474 0.494
C 1.271 -0.442 2.453
C -11.223 0.543 -2.402
H 5.396 1.482 0.366
H 2.759 -3.623 3.118
H 7.779 6.360 0.846
H -9.790 -0.891 1.058
C -6.147 0.134 -3.490
H 1.035 0.180 5.685
F 5.120 2.477 -5.798
F -12.019 1.305 -1.633
H 6.351 -1.992 2.120
H 12.232 5.434 1.349
H -2.425 -0.542 -4.742
F -7.962 -0.049 -6.785
C 8.126 4.592 -0.229
C -6.258 -2.073 1.547
C 4.854 0.631 0.760
C -4.169 -1.311 -3.708
C 5.826 -0.558 0.726
C -10.659 1.086 1.473
H -5.743 -5.099 2.145
O -5.480 -3.149 1.337
C -12.024 0.517 1.868
H -0.488 -2.135 4.479
F 9.174 4.855 -1.035
H 6.809 0.286 -5.226
H 7.678 4.976 1.887
H 4.228 -5.758 1.528
C -4.196 -0.418 0.478
H 4.109 -2.586 3.655
H 0.290 -1.676 1.199
F 5.955 -3.006 -4.732
F 9.642 3.909 2.751
F 7.807 2.528 -1.341
H -3.791 -1.420 0.586
F -10.049 1.443 2.639
F 12.341 3.746 2.417
F 10.684 5.698 3.379
F -12.732 1.478 2.507
S -6.000 -0.530 0.791
N 1.257 0.217 3.627
H -11.908 -0.334 2.545
F 6.344 -1.285 -3.478
F -3.903 -0.881 -6.023
F -12.006 -0.182 -3.231
C 7.926 3.080 -0.105
F 3.648 1.133 -4.919
C 4.575 -3.900 1.963
C -10.383 -0.408 -1.545
O 4.399 1.006 2.057
F -2.713 -2.483 -5.137
H 2.538 1.970 3.707
O 9.560 5.789 1.500
C -0.413 -1.176 4.988
C 4.763 -2.706 1.053
H -1.894 -0.771 1.356
F 4.409 -2.890 -2.473
H -4.255 0.817 2.260
F -11.136 -1.325 -0.917
F 4.593 3.017 -3.223
H 4.099 -4.283 4.032
O 3.842 -4.910 1.278
C -2.261 -0.043 2.078
H 6.858 -0.237 0.848
C 5.762 0.260 -5.527
H 3.172 0.491 4.568
H 3.450 -2.722 -4.228
O -4.736 -0.087 -3.434
C 3.834 -3.564 3.261
H 4.054 0.443 0.045
F 11.371 3.872 0.464
C 11.634 4.554 1.597
C 4.965 1.440 -4.933
H -6.700 -0.668 -3.001
C 4.129 -2.164 -3.581
F -5.090 -2.279 -3.821
F -3.401 -1.630 -2.628
H 2.234 -0.325 0.761
H -4.045 -0.110 -0.550
C 3.310 0.326 2.491
F -6.609 -1.561 -5.997
H -8.293 -1.014 -5.076
C 8.260 5.409 1.072
H 5.231 -3.090 0.138
O 5.214 -1.053 -5.417
H 3.760 -2.378 0.748
C -3.235 -1.253 -4.920
H 5.551 -4.281 2.274
C -1.589 -0.248 4.581
C 2.605 0.890 3.738
F -9.564 -1.090 -2.392
C 5.434 -1.835 -4.307
H 1.740 -1.302 5.076
F -12.739 0.136 0.794
F 7.011 5.057 -0.862
C -9.677 0.147 0.747
C 0.981 -0.543 4.879
C -2.493 -0.752 3.439
F -7.733 1.446 -4.565
H -10.574 1.195 -2.994
H 6.427 2.340 -3.590
C -6.113 -4.095 2.107
H -1.239 0.765 4.395
F -10.813 2.218 0.752
H 3.531 -0.705 2.801
H -2.373 -1.826 3.297
H -0.541 -1.408 6.041
C -3.544 0.574 1.482
H -2.237 -0.183 5.450
C 5.394 1.981 -3.562
N -7.119 -3.642 2.685
F 5.275 1.056 -2.583
N 5.520 -1.643 1.662
H -3.529 -0.600 3.728
*
```

Atomic partial charges in e from the Mulliken method, atoms 1 to 6: 0.803, 0.235, 0.378, 0.159, 0.087, -0.215

Entry 2:
A molecular structure, C37H50AlB2N2O3, computed with the ωB97M-V functional and the def2-TZVPD basis.

Calculated values
Highest occupied orbital energy (eV): -3.61
Lowest unoccupied orbital energy (eV): 1.9
Electronic energy (Eh): -2067.31749
Orbital gap (hartree): 0.202

ORCA input file:
```
! RIJCOSX wB97M-V def2-TZVPD def2/J DEFGRID3
* xyz -1 1
B 5.014 -3.026 -1.661
C -1.142 3.133 3.136
H -1.003 0.801 -3.030
H -2.124 2.355 1.402
H 3.237 -4.247 -2.897
H 2.810 -4.307 0.576
N 0.894 0.952 -4.022
H -0.469 0.602 1.613
C 1.363 -0.462 -3.925
C -0.313 0.940 -0.495
H 0.820 -0.966 -3.119
H 1.862 -3.542 -2.058
C 2.879 -0.621 -3.739
H -3.236 0.584 -4.156
H -0.154 2.850 2.796
H 7.271 -0.154 -1.320
C 2.802 -4.088 -1.913
H 2.534 -10.268 -0.207
H -0.441 3.980 4.977
H -6.776 6.327 7.701
C 3.749 -3.804 0.325
H 3.091 -0.756 -2.673
H -2.673 5.294 10.250
C -4.474 1.833 -5.388
H 2.669 -7.903 0.498
H 0.738 -6.405 0.169
C 6.442 0.381 -1.790
C 2.414 1.149 -0.072
C -3.519 3.225 2.779
H -2.697 4.625 5.750
C 1.889 1.307 -1.343
C -3.571 5.522 9.691
C 1.762 -8.284 0.046
C -3.914 1.427 -4.185
H -5.291 4.496 6.962
C -5.555 6.845 9.386
C -0.559 -9.250 -1.130
H -1.331 -7.265 -0.874
C -1.304 3.768 4.360
H -3.243 3.976 8.241
C -2.251 2.859 2.349
C 0.676 -7.441 -0.140
H -6.325 4.440 -4.275
C -5.650 3.595 -4.250
C 0.527 -10.094 -0.941
H 6.650 1.459 -1.781
N 3.721 -3.327 -1.057
H 2.589 -5.055 -1.452
H 6.897 -3.167 -1.299
C -2.572 4.130 4.794
O 6.446 0.754 -4.294
H 6.311 -3.101 -4.578
C 1.687 -9.611 -0.352
C -0.048 1.338 -2.972
H 0.470 -11.129 -1.256
H -4.669 4.149 4.337
H 2.552 1.517 -2.169
C -5.876 6.103 8.258
C 3.518 -1.781 -4.508
B 6.169 -0.183 -3.257
H 3.326 0.315 -4.087
H -4.232 1.305 -6.301
H 1.979 0.749 1.990
H 2.868 -2.662 -4.519
C -5.088 3.191 -3.046
H -6.203 7.650 9.706
C -3.891 4.781 8.562
H -2.065 1.712 -0.663
C -5.043 5.073 7.845
C 1.569 0.884 0.998
C -4.223 2.106 -3.014
C -0.485 -7.924 -0.727
H -1.463 -9.626 -1.593
H -5.781 3.229 -6.359
O 6.093 -3.192 -0.777
H 4.566 -4.505 0.515
H 3.847 -2.968 1.020
Al 5.339 -2.167 -3.642
C -3.680 3.862 4.002
C -4.401 6.556 10.101
H 5.563 0.201 -1.160
C 0.198 0.797 0.784
H 5.727 1.394 -4.349
H -5.324 3.723 -2.133
H 3.482 1.220 0.086
H -0.288 2.399 -3.114
C -5.343 2.915 -5.420
H 0.389 1.025 -4.894
O -1.689 0.827 -0.693
H 3.690 -1.500 -5.555
C 0.521 1.186 -1.583
H -4.382 3.011 2.162
H -3.787 1.784 -2.078
H 1.090 -0.963 -4.858
H -4.149 7.136 10.979
*
```

Atomic partial charges in e from the Mulliken method, atoms 1 to 6: 0.299, -0.370, 0.282, 0.006, 0.321, 0.361

Entry 3:
A molecular structure, C37H51BClN10PrS4, computed with the ωB97M-V functional and the def2-TZVPD basis.

Calculated values
Highest occupied orbital energy (alpha / beta) (eV): -10.88 / -10.94
Relative energy (zero: lowest compared OMol25 entry of this formula, charge and spin) (kcal/mol): 0.0
Lowest unoccupied orbital energy (alpha / beta) (eV): -6.8 / -6.8
Electronic energy (Eh): -4582.41905
Orbital gap (alpha / beta) (hartree): 0.148 / 0.151
<S²>: 2.044

ORCA input file:
```
! RIJCOSX wB97M-V def2-TZVPD def2/J DEFGRID3
* xyz 2 3
H -1.261 -1.666 -4.643
H 3.729 -5.804 -0.703
N 0.405 0.286 -1.096
H 4.088 -3.998 -2.227
H 0.937 4.521 -3.859
C -1.499 0.515 -4.211
H 0.849 -2.353 4.921
C -0.741 5.190 -0.429
H 3.760 2.221 -2.271
N 1.881 -1.920 0.120
H -2.642 5.211 -1.459
C -2.435 0.056 0.618
C 1.040 -1.250 2.333
C 3.322 1.662 -3.122
N -1.595 -2.080 -0.165
H -2.739 -0.941 -5.275
S 3.059 2.602 3.315
Cl -1.508 5.230 1.100
H 2.877 -4.055 2.404
C 3.465 -3.713 -0.156
H -2.576 -1.288 -3.538
C 1.844 -2.425 4.426
N 0.831 3.559 4.800
C 3.360 -3.362 -1.675
C 0.459 4.753 -2.904
H 2.076 -5.403 -0.338
C 1.601 0.925 -1.325
H -4.510 -4.530 0.949
H -0.629 2.124 4.586
C 4.893 -3.427 0.352
H 3.238 -5.621 0.978
C 1.990 1.042 -2.687
H -2.032 -4.697 1.586
H -0.634 2.155 -5.392
C -2.642 1.368 -3.587
C -4.950 0.358 1.174
H 5.642 -3.956 -0.273
H -4.248 -5.755 -0.276
H -1.489 -3.769 -2.013
H -4.583 1.028 1.985
C 2.389 -3.154 2.061
C -0.951 4.963 -2.833
H -0.320 0.522 -6.068
C 2.159 3.169 4.629
C -1.055 1.141 -5.540
H 3.577 -2.282 -1.830
H 2.313 -3.563 -2.023
C 0.682 4.939 -0.483
H 1.167 5.417 1.557
H 3.681 3.393 6.095
H -0.598 5.895 5.887
C -1.827 -4.797 0.493
C -1.529 5.151 -1.567
H 4.065 0.911 -3.473
H -5.352 1.021 0.356
H 2.490 4.432 0.664
H -2.845 0.987 -2.573
H -1.922 1.212 -6.231
C -3.946 -1.802 0.301
H 3.095 2.317 -4.017
S 0.299 -0.029 3.344
C -0.303 0.551 -3.250
H -1.106 3.675 4.135
H 4.988 -3.734 1.447
H 2.367 4.615 -1.808
S -2.172 1.688 1.024
H -3.169 -3.875 -2.548
H -1.753 -5.889 0.268
N -0.335 3.020 4.168
H -0.854 -4.346 0.332
B 0.053 -0.390 0.183
C 1.733 -2.332 2.907
H -4.933 -2.258 0.291
H 2.481 -1.573 4.831
H -5.039 -4.234 -0.708
H -2.285 -5.369 -2.089
H -2.418 2.431 -3.465
C -2.037 -0.899 -4.431
C 0.743 4.247 6.010
H -1.557 5.015 -3.734
C 1.031 0.799 -3.639
N -0.644 0.326 -2.019
C -2.840 -4.096 -0.413
Pr 0.535 2.455 1.850
N 1.917 4.244 6.585
S 2.537 1.617 -0.034
N 2.727 3.566 5.777
C -0.455 4.968 6.497
C -2.444 -4.318 -1.856
N 1.056 -1.174 0.978
H 5.083 -2.324 0.316
C 1.281 4.783 -1.772
C 1.457 4.806 0.690
N -1.423 -0.790 0.264
H 2.352 -3.366 4.703
C 3.114 -5.188 -0.037
H 1.310 0.773 -4.680
C -2.802 -2.580 -0.089
H -1.361 4.358 6.452
H -5.748 -0.315 1.606
C -3.795 -0.489 0.636
C -4.213 -4.654 -0.116
H -0.299 5.256 7.548
H -3.529 1.247 -4.265
C 2.542 -2.879 0.684
*
```

Atomic partial charges in e from the Mulliken method, atoms 1 to 6: 0.358, 0.459, 0.901, 0.481, 0.440, 2.194

Entry 4:
A molecular structure, C37H51BaN4OP2, computed with the ωB97M-V functional and the def2-TZVPD basis.

Calculated values
Highest occupied orbital energy (alpha / beta) (eV): -6.37 / -7.73
Relative energy (zero: lowest compared OMol25 entry of this formula, charge and spin) (kcal/mol): 90.9
Lowest unoccupied orbital energy (alpha / beta) (eV): -3.8 / -3.8
Electronic energy (Eh): -2442.54220
Orbital gap (alpha / beta) (hartree): 0.094 / 0.144

ORCA input file:
```
! RIJCOSX wB97M-V def2-TZVPD def2/J DEFGRID3
* xyz 1 1
C 3.158 -1.041 4.719
C -4.743 -1.910 -1.675
H 4.504 3.488 1.492
H -1.258 -1.986 -6.376
H -5.393 -2.732 -2.027
H 2.865 -0.302 -3.596
H 5.158 2.248 0.409
H -0.139 -3.614 -4.831
H 1.359 1.441 6.219
N -0.556 1.360 -1.092
H -5.377 -2.723 1.617
H -2.743 -3.623 -1.006
C 3.945 0.269 -1.755
C 1.878 0.874 5.445
C 3.300 -0.770 -2.701
C 4.740 -0.485 -0.670
H 0.039 3.844 -3.251
H -1.984 -0.185 4.199
H -3.808 0.390 -1.160
H 2.661 4.415 -1.562
H 4.294 3.701 -1.695
C 1.861 -3.026 1.589
C -2.014 -0.495 -3.430
H 3.959 1.809 1.674
C 0.093 2.162 -1.953
H 5.424 1.896 -1.899
H 5.248 0.185 0.036
C -1.943 -0.698 -4.807
H 1.646 2.678 1.633
H -3.239 -2.264 4.208
N 2.321 -1.397 8.136
N 2.510 0.649 3.148
H -4.143 0.920 2.266
H 0.963 3.471 0.162
C 1.865 3.350 0.779
C -2.580 2.530 -1.555
H 2.519 -1.359 -2.191
H -5.212 -0.477 2.472
C -4.276 -2.255 -0.252
C -4.260 -0.043 2.792
H 2.010 2.895 -2.621
C -1.542 -1.264 -1.105
H -2.368 4.333 -2.771
H 4.298 1.806 -3.283
C -3.211 -2.356 3.108
H 3.679 -1.981 4.924
H 5.507 -1.104 -1.157
Ba 0.645 0.088 1.231
C -3.060 -0.956 2.529
C -3.596 -3.624 -0.311
H 3.720 -0.981 2.626
H 2.087 4.333 1.225
P -2.971 -1.048 0.510
H -4.127 -2.888 2.817
C 2.482 -0.357 5.735
H -0.139 -3.106 -2.343
H 1.545 2.345 3.892
C 3.178 -0.495 3.442
C 4.856 1.214 -2.544
H -2.355 -3.004 2.857
C -1.926 1.361 -1.112
H -3.916 -1.829 -2.393
C -0.547 3.234 -2.572
H -3.615 2.687 -1.296
C 4.248 2.572 0.935
C -2.738 0.150 -0.810
C -1.900 3.450 -2.325
H 5.589 0.608 -3.101
H -4.332 0.173 3.869
C 1.603 1.925 -2.270
H -2.423 0.033 -5.455
H 4.083 -1.466 -3.048
C 1.947 1.356 4.148
H 1.660 1.258 -3.170
H -0.922 -1.022 3.088
C -0.624 -2.716 -4.436
C -1.265 -1.810 -5.301
C -1.405 -1.399 -2.555
C -1.793 -0.336 3.128
N -0.951 -1.731 -0.097
O 1.826 -4.159 1.432
H -6.005 -1.314 0.725
H -3.254 -3.992 0.664
C -0.663 -2.466 -3.065
H 4.090 -1.162 -0.093
H -1.564 0.669 2.721
C 3.096 2.893 -0.029
H -2.496 0.354 -2.973
C 2.395 -0.928 7.066
H -5.342 -0.998 -1.716
C 3.510 4.011 -0.994
H 3.920 4.839 -0.389
H -4.326 -4.353 -0.707
C -5.543 -2.305 0.618
H -6.279 -2.959 0.125
P 2.576 1.225 -0.887
*
```

Atomic partial charges in e from the Mulliken method, atoms 1 to 6: -0.617, -1.783, 0.524, 0.418, 0.577, 0.396

Which of these has the lowest electronic energy?
C37H49F32N6O7S

What is the electronic energy in the third record?
-4582.41905 Eh

Look up the electronic energy of the first one.
-5888.10501 Eh

Which value of electronic energy does entry 3 give?
-4582.41905 Eh